{"formula": "C11H13Cl2P", "method": "the ωB97M-V functional and the def2-TZVPD basis", "smiles": "C[C@]1(Cl)CCP(c2ccccc2)[C@@H]1Cl", "e_tot_ev": -45950.1281, "multiplicity": 1, "elements": ["C", "C", "C", "C", "C", "C", "C", "C", "C", "C", "C", "P", "Cl", "Cl", "H", "H", "H", "H", "H", "H", "H", "H", "H", "H", "H", "H", "H"], "positions_angstrom": [[-3.991718, -0.784396, -0.757036], [-3.517444, 0.078060, 0.298953], [-3.219845, -1.721026, -1.382023], [-2.212261, -0.036913, 0.686989], [-1.817848, -1.767810, -0.988566], [-1.436639, -0.986659, 0.042733], [1.984956, 0.781646, 1.393112], [0.520853, 0.291889, 1.739757], [1.607426, -0.443117, -0.759055], [2.111614, 0.878029, -0.176053], [3.513001, 1.208716, -0.656524], [0.212514, -1.251583, 0.690672], [2.937110, -1.672967, -0.912407], [0.995368, 2.247663, -0.685108], [-5.001130, -0.589355, -1.131529], [-4.227291, 0.760318, 0.764222], [-3.466843, -2.301766, -2.244324], [-1.761322, 0.710496, 1.391266], [-1.008467, -2.341665, -1.523604], [2.136167, 1.709141, 1.907054], [2.772769, 0.146671, 1.712238], [0.136232, 0.052749, 2.764133], [-0.102374, 1.201312, 1.528554], [1.171817, -0.103892, -1.738170], [3.613769, 1.193234, -1.674694], [4.197435, 0.549795, -0.007385], [3.852138, 2.191422, -0.283192]], "forces_ev_per_angstrom": [[-0.958, 1.200, 0.692], [-0.930, -1.184, -1.152], [3.424, 0.423, 0.312], [-0.667, 1.245, 0.529], [-1.801, -0.968, -1.491], [1.870, 0.883, 0.788], [-1.486, -0.226, -0.400], [-0.257, 0.518, -0.373], [-1.937, -0.014, 0.454], [-0.008, 0.237, 1.701], [0.935, 0.296, 4.974], [2.703, 1.719, -1.015], [-0.813, 0.498, -0.169], [0.090, -0.543, -0.193], [0.191, -0.306, 0.288], [0.303, 0.026, -0.212], [-0.737, -0.153, -0.244], [-0.808, -1.225, -0.630], [-1.339, 0.215, 0.572], [0.233, 0.787, -0.058], [0.587, -1.041, 0.398], [1.419, 0.077, -0.366], [0.496, -0.988, -0.444], [0.334, -1.357, 0.605], [0.492, -0.537, -2.472], [-0.709, 0.441, -1.775], [-0.624, -0.024, -0.319]], "mulliken_charge": [-0.3061, -0.7268, -0.7268, -0.2274, -0.2378, 0.9180, -1.3886, -0.7012, -0.4612, 0.9517, -1.6647, -0.0376, -0.1719, -0.1857, 0.3167, 0.3764, 0.3851, 0.0808, 0.2847, 0.4384, 0.4435, 0.5618, 0.3513, 0.5219, 0.4305, 0.3763, 0.3988]}

{"formula": "C32H38AsSSb2Se4TeTl", "method": "the ωB97M-V functional and the def2-TZVPD basis", "e_tot_ev": -391918.3991, "multiplicity": 1, "elements": ["Tl", "Se", "Sb", "Se", "Se", "Se", "C", "Te", "C", "C", "C", "C", "C", "C", "C", "H", "H", "H", "H", "H", "H", "H", "H", "C", "As", "C", "C", "S", "H", "H", "H", "H", "H", "H", "H", "H", "H", "C", "C", "C", "C", "C", "C", "C", "Sb", "C", "C", "C", "C", "C", "C", "C", "C", "C", "C", "C", "C", "C", "C", "H", "H", "H", "H", "H", "H", "H", "H", "H", "H", "H", "H", "H", "H", "H", "H", "H", "H", "H", "H", "H"], "positions_angstrom": [[-0.686371, -0.527066, -1.447654], [-0.636274, 0.158787, 3.029075], [-1.480928, -1.941688, 2.282193], [-0.616038, -3.433657, 3.973395], [-3.840073, -1.440093, 2.478392], [-1.023890, -3.135880, 0.219256], [-0.798202, -6.107500, -1.854360], [-0.505945, -4.050217, -1.785394], [-2.160090, -3.877627, -3.036096], [-2.702574, -5.246336, -3.198398], [-3.874104, -5.442312, -3.918169], [-4.382549, -6.715800, -4.062956], [-3.709050, -7.800185, -3.518605], [-2.536990, -7.609310, -2.818047], [-2.038819, -6.325098, -2.636448], [-0.772468, -6.653437, -0.907708], [0.086781, -6.414733, -2.421407], [-1.704518, -3.526080, -3.966961], [-2.924147, -3.140998, -2.749267], [-4.370523, -4.590891, -4.367008], [-5.311940, -6.865022, -4.589841], [-4.107729, -8.795658, -3.645155], [-1.995144, -8.448345, -2.401005], [4.528951, -0.773592, 0.908761], [2.997939, -1.961267, 0.963798], [2.266358, -1.637572, 2.725803], [3.712646, -3.768600, 1.056554], [1.950529, -1.780662, -0.887793], [5.206203, -1.057714, 1.713887], [4.183643, 0.246560, 1.087552], [5.051698, -0.832241, -0.047130], [3.129401, -1.728084, 3.388231], [1.516454, -2.379538, 3.043021], [1.839983, -0.628703, 2.810952], [4.376140, -3.817471, 1.919050], [4.269995, -4.011651, 0.149638], [2.904738, -4.489037, 1.200906], [0.022893, 2.523382, -3.017070], [0.191272, 3.814285, -2.262411], [0.285860, 5.004648, -2.972665], [0.458843, 6.213250, -2.323169], [0.541874, 6.243331, -0.941193], [0.434905, 5.061611, -0.227890], [0.256344, 3.845488, -0.871483], [0.038905, 2.083751, 0.424603], [1.745033, 2.554141, 1.682839], [1.587775, 2.579890, 3.060918], [2.697813, 2.746309, 3.877939], [3.958797, 2.882223, 3.321448], [4.110540, 2.840069, 1.945266], [3.013369, 2.660149, 1.108599], [3.214179, 2.546328, -0.375749], [-1.755661, 2.826514, 1.382039], [-1.696872, 3.759457, 2.401623], [-2.831324, 4.049270, 3.138434], [-4.013045, 3.381247, 2.879450], [-4.078169, 2.469120, 1.843611], [-2.957715, 2.197829, 1.073042], [-3.065654, 1.215091, -0.056089], [0.227800, 2.666450, -4.076820], [-1.006108, 2.165756, -2.916689], [0.713392, 1.767276, -2.627273], [0.224248, 4.988219, -4.052735], [0.529169, 7.125064, -2.898633], [0.688396, 7.181674, -0.425113], [0.497303, 5.071054, 0.851457], [0.597002, 2.413117, 3.494986], [2.574594, 2.750097, 4.949273], [4.826795, 3.008736, 3.954530], [5.097825, 2.937605, 1.514484], [4.268663, 2.570266, -0.639902], [2.711828, 3.366903, -0.884839], [2.776798, 1.613198, -0.744853], [-0.765754, 4.257740, 2.625832], [-2.790360, 4.782075, 3.929163], [-4.894272, 3.562779, 3.475859], [-4.994845, 1.932625, 1.651209], [-4.106583, 0.997231, -0.273784], [-2.600622, 0.267732, 0.260516], [-2.578327, 1.625734, -0.949823]], "forces_ev_per_angstrom": [[0.372, 0.420, 0.065], [0.714, 0.858, -0.578], [-1.939, 1.787, 5.255], [-0.007, -0.660, -0.452], [-0.111, -0.570, -0.759], [-0.840, -1.201, 0.395], [0.537, -0.837, 0.210], [2.248, -0.175, -2.914], [-0.436, 0.693, -0.627], [-0.397, -0.306, -0.129], [-0.017, -0.094, -0.055], [-0.127, 0.024, -0.048], [-0.074, -0.168, -0.051], [0.010, -0.052, 0.034], [-0.513, -0.268, -0.228], [-0.081, 0.382, 0.051], [-0.053, -0.155, 0.048], [-0.168, 0.040, -0.066], [0.397, -0.197, 0.260], [-0.079, -0.021, 0.053], [-0.067, -0.045, -0.103], [-0.014, -0.078, 0.009], [-0.071, -0.063, 0.034], [0.042, -0.114, 0.057], [0.155, -0.054, 0.012], [0.070, 0.077, -0.103], [0.042, 0.116, 0.037], [0.421, 0.282, 0.155], [0.024, 0.010, 0.037], [-0.043, -0.108, -0.047], [-0.194, -0.060, 0.054], [0.119, -0.002, -0.017], [0.182, 0.215, -0.315], [0.141, -0.349, -0.179], [0.041, -0.024, 0.025], [-0.125, 0.135, 0.068], [-0.026, 0.207, -0.050], [0.025, 0.081, 0.097], [0.011, -0.063, -0.066], [0.008, 0.049, -0.063], [0.000, 0.057, 0.024], [0.025, 0.132, 0.025], [0.002, 0.015, 0.017], [-0.056, -0.319, 0.325], [-0.131, 0.245, -0.245], [-0.728, -0.277, -0.242], [-0.116, -0.005, 0.131], [-0.089, 0.007, 0.123], [-0.053, 0.019, 0.005], [-0.039, 0.021, 0.050], [0.086, 0.035, -0.088], [-0.130, 0.064, 0.034], [0.688, -0.249, -0.174], [0.018, 0.060, -0.089], [-0.039, 0.133, 0.195], [-0.129, 0.005, 0.009], [0.116, 0.003, 0.001], [-0.158, -0.021, -0.134], [0.163, 0.077, 0.212], [-0.010, -0.064, -0.031], [0.034, -0.148, -0.035], [-0.086, -0.012, -0.115], [0.013, -0.038, -0.091], [0.020, 0.077, -0.012], [-0.005, 0.053, 0.048], [0.033, 0.159, 0.107], [0.453, 0.242, -0.065], [-0.016, 0.016, 0.155], [0.007, 0.010, 0.041], [0.077, -0.014, -0.082], [0.068, -0.059, -0.007], [0.042, 0.040, -0.128], [0.074, -0.049, -0.095], [0.099, 0.077, 0.119], [0.040, 0.088, 0.120], [-0.047, 0.086, 0.100], [-0.118, -0.026, -0.075], [-0.063, -0.072, -0.112], [-0.104, 0.092, -0.106], [-0.117, -0.171, -0.023]], "mulliken_charge": [0.6819, -0.4510, 0.6311, -0.6413, -0.5299, 0.0831, -1.1233, 0.2261, -1.0168, 0.6628, -0.7730, -0.5360, -0.5613, -0.7804, 0.6171, 0.5836, 0.4019, 0.4380, 0.5623, 0.4476, 0.4059, 0.3965, 0.4493, -0.7616, 0.6381, -0.2156, -1.1217, -0.5031, 0.4440, -0.0317, 0.3344, 0.4561, -0.1131, -0.0869, 0.4037, 0.3445, 0.3307, -1.0178, 1.3027, -0.7992, -0.5820, -1.0200, -0.1590, -0.0603, 0.7363, 0.9187, -0.8267, -1.1010, -0.7851, -0.2418, 0.4246, -1.6425, 0.7809, -0.6122, -0.8638, -0.7135, -0.7254, 0.6946, -0.8344, 0.4300, 0.1864, 0.0030, 0.3834, 0.3834, 0.4465, 0.2816, 0.5297, 0.4519, 0.4077, 0.4151, 0.4161, 0.3879, 0.2660, 0.3022, 0.4330, 0.4022, 0.4306, 0.4431, -0.3914, 0.2269]}

Gap between HOMO and LUMO list, top to bottom, in eV: 9.288; 4.592
E_LUMO list, top to bottom, in Eh: 0.0250; -0.0692
Relative energy (zero: lowest compared OMol25 entry of this formula, charge and spin) list, top to bottom, in kJ/mol: 0.0; 403.7